Model a:
Molecular formula: C20H16N10Sn
Method: DFT, ωB97M-V/def2-TZVPD

```
! RIJCOSX wB97M-V def2-TZVPD def2/J DEFGRID3
* xyz 4 1
Sn -0.363 -1.484 0.803
N 4.611 1.334 -2.763
C 3.523 0.553 -2.839
N 2.435 0.798 -2.146
C 2.451 1.864 -1.361
N 1.254 2.216 -0.669
N 0.240 1.567 -0.894
C -0.999 1.785 -1.160
C -2.176 0.977 -0.885
C -3.338 1.480 -1.454
C -4.554 0.821 -1.282
C -4.552 -0.337 -0.543
C -3.347 -0.791 0.001
N -2.175 -0.172 -0.140
C 3.531 2.740 -1.176
C 3.564 3.882 -0.337
C 4.717 4.615 -0.268
C 5.869 4.267 -1.037
C 5.874 3.184 -1.872
C 4.706 2.420 -1.952
H 5.416 1.082 -3.336
H 3.577 -0.300 -3.503
H -1.168 2.655 -1.795
H -3.300 2.390 -2.041
H -5.460 1.209 -1.728
H -5.456 -0.906 -0.373
H -3.359 -1.699 0.585
H 2.695 4.156 0.245
H 4.772 5.480 0.383
H 6.757 4.881 -0.949
H 6.745 2.926 -2.464
N -2.430 -1.359 4.660
C -1.714 -0.655 3.801
N -1.442 -1.439 2.753
C -2.057 -2.635 3.065
N -2.662 -2.609 4.214
C -2.043 -3.744 2.111
C -2.587 -4.996 2.354
N -2.549 -5.952 1.428
C -1.973 -5.684 0.263
C -1.424 -4.434 -0.009
N -1.474 -3.468 0.918
H -2.792 -1.071 5.563
H -1.396 0.363 3.962
H -3.052 -5.224 3.305
H -1.941 -6.472 -0.479
H -0.954 -4.215 -0.960
*
```

The LUMO energy comes out at -14.8 eV. Its gap between HOMO and LUMO is 5.82 eV.

These are the Löwdin partial charges, in e, on atoms 1 to 4: Sn 1.349; N 0.214; C -0.028; N 0.179


Model b:
Molecular formula: C20H16N10Sn
Method: DFT, ωB97M-V/def2-TZVPD

```
! RIJCOSX wB97M-V def2-TZVPD def2/J DEFGRID3
* xyz 4 1
Sn 0.192 -0.659 1.701
N 4.756 2.385 -3.601
C 3.529 1.884 -3.713
N 2.696 1.843 -2.686
C 3.141 2.311 -1.544
N 2.191 2.332 -0.430
N 1.040 2.150 -0.680
C -0.208 2.247 -0.795
C -1.312 1.264 -0.777
C -2.375 1.638 -1.581
C -3.487 0.806 -1.701
C -3.502 -0.360 -0.970
C -2.418 -0.645 -0.144
N -1.331 0.124 -0.031
C 4.405 2.843 -1.285
C 4.882 3.355 -0.052
C 6.142 3.871 0.004
C 6.976 3.902 -1.147
C 6.554 3.415 -2.359
C 5.266 2.885 -2.435
H 5.346 2.402 -4.433
H 3.220 1.509 -4.680
H -0.503 3.270 -1.049
H -2.341 2.570 -2.132
H -4.314 1.083 -2.344
H -4.340 -1.044 -1.006
H -2.444 -1.542 0.461
H 4.249 3.337 0.824
H 6.525 4.269 0.935
H 7.970 4.323 -1.062
H 7.197 3.444 -3.230
N -2.839 -1.154 4.779
C -2.061 -0.286 4.160
N -1.434 -0.933 3.169
C -1.887 -2.230 3.284
N -2.747 -2.386 4.244
C -1.365 -3.259 2.388
C -1.728 -4.598 2.428
N -1.190 -5.477 1.590
C -0.287 -5.049 0.721
C 0.102 -3.713 0.667
N -0.449 -2.822 1.499
H -3.450 -0.996 5.576
H -1.967 0.755 4.428
H -2.458 -4.955 3.146
H 0.150 -5.778 0.049
H 0.850 -3.368 -0.036
*
```

The LUMO energy comes out at -14.0 eV. Its gap between HOMO and LUMO is 6.60 eV.

These are the Löwdin partial charges, in e, on atoms 1 to 4: Sn 1.346; N 0.213; C -0.023; N 0.178


Which of them is the least stable? Correct choice: model a.